A structure of composition C36H31Cl5MnNOP. Source: OMol25; level of theory: ωB97M-V/def2-TZVPD.

Values from the calculation:
Energy relative to the best compared isomer or geometry (same formula, charge and spin): 0.0000 eV
Total charge: 0
HOMO (spin up / spin down): -0.290 / -0.290 Eh
Spin multiplicity: 2
Frontier orbital gap (spin up / spin down): 7.48 / 6.75 eV

Last column: Löwdin charge in e.
Cartesian coordinates (Å):
Mn  -0.6155  0.6282  -0.1907  0.55
Cl  -4.9577  0.4881  1.6784  0.74
Cl  -3.2738  4.1436  5.3259  0.69
Cl  -0.4179  4.0469  4.0128  0.71
Cl  -5.5628  2.4002  4.1081  0.70
Cl  0.0486  2.1787  1.4911  0.86
P  1.1346  -2.0285  -2.2629  1.10
O  -2.1865  0.6061  0.7678  -0.23
N  -0.2378  0.9082  -1.7803  0.01
C  -0.3683  1.4076  -3.0317  -0.21
C  -1.6530  -3.9440  -4.5491  -0.09
C  -1.7967  1.9355  -4.9275  -0.04
C  4.9806  -3.3537  -2.6093  -0.09
C  -1.4822  2.2459  2.3220  -0.53
C  2.4822  -4.3821  -3.2571  -0.08
C  0.2658  -1.1890  1.6562  -0.13
C  3.8304  -2.6326  -2.3250  -0.12
C  3.6376  -5.1036  -3.5520  -0.09
C  -2.2840  -4.3922  -2.2767  -0.08
C  -3.9850  2.3306  3.4319  -0.69
C  -3.2791  -0.2363  -2.4515  -0.05
C  0.9064  -2.1938  2.3663  -0.08
C  -3.7334  1.4837  2.3580  -0.61
C  -2.5193  -4.5342  -3.6368  -0.10
C  -3.0188  1.2003  -2.9257  -0.35
C  1.6693  -3.1243  1.6845  -0.08
C  -0.5648  -3.2119  -4.0944  -0.13
C  3.0883  1.1358  -4.1958  -0.07
C  -2.9691  3.1264  3.9720  -0.71
C  2.6041  1.8101  -1.8345  -0.08
C  1.1023  -2.0448  -0.4216  -0.39
C  -3.2766  2.2460  -1.8211  -0.05
C  0.5403  2.4520  -5.0181  -0.06
C  2.5612  -3.1369  -2.6387  -0.39
C  -1.7041  3.0857  3.4005  -0.70
C  0.3691  -1.0613  0.2623  -0.19
C  4.8868  -4.5944  -3.2315  -0.10
C  -1.6871  1.4712  -3.6328  -0.11
C  0.7593  1.9452  -3.7450  -0.10
C  2.2273  2.0481  -3.2989  -0.36
C  1.7488  -3.0531  0.3005  -0.09
C  -0.6992  2.4183  -5.6287  -0.05
C  -0.3043  -3.0793  -2.7246  -0.38
C  -1.1822  -3.6741  -1.8204  -0.08
C  -2.4616  1.4102  1.7847  -0.44
H  0.0935  -2.7241  -4.8092  0.11
H  2.7380  0.1063  -4.1227  0.06
H  2.5119  3.0787  -3.5249  0.13
H  -3.3773  -5.0984  -3.9863  0.10
H  5.7849  -5.1587  -3.4623  0.10
H  -2.7797  1.9582  -5.3890  0.11
H  -3.7715  1.3882  -3.6912  0.12
H  3.6609  2.0615  -1.7051  0.08
H  -2.6218  -0.5390  -1.6680  0.04
H  -0.8219  2.8009  -6.6368  0.11
H  0.8051  -2.2435  3.4459  0.11
H  -3.3084  3.2555  -2.2409  0.09
H  -4.3031  -0.3120  -2.0719  0.08
H  3.5535  -6.0744  -4.0301  0.10
H  2.1872  -3.9124  2.2211  0.10
H  -2.9613  -4.8443  -1.5610  0.10
H  2.3099  -3.8108  -0.2301  0.10
H  4.1370  1.1742  -3.8853  0.08
H  3.0339  1.4313  -5.2465  0.07
H  2.4653  0.7741  -1.5471  0.04
H  3.9099  -1.6664  -1.8320  0.10
H  -2.5005  2.2300  -1.0696  0.04
H  5.9519  -2.9470  -2.3491  0.10
H  -0.3402  -0.4955  2.2278  0.07
H  -1.0145  -3.5753  -0.7552  0.10
H  -3.1658  -0.9486  -3.2736  0.08
H  2.0252  2.4387  -1.1595  0.06
H  1.5179  -4.8112  -3.4997  0.10
H  -1.8340  -4.0418  -5.6145  0.10
H  -4.2286  2.0441  -1.3220  0.08
H  1.3791  2.8903  -5.5495  0.11

---

A structure of composition C36H31N3O4P2Ti. Source: OMol25; level of theory: ωB97M-V/def2-TZVPD.

Values from the calculation:
Energy relative to the best compared isomer or geometry (same formula, charge and spin): 0.9727 eV
Total charge: +1
HOMO (spin up / spin down): -0.381 / -0.382 Eh
Spin multiplicity: 2
Frontier orbital gap (spin up / spin down): 7.28 / 7.36 eV

Last column: Löwdin charge in e.
Cartesian coordinates (Å):
Ti  0.4331  1.1198  0.0396  0.72
P  0.9207  0.4474  2.3217  1.06
P  0.8980  0.5637  -2.2892  1.06
O  -5.0794  2.1045  0.1386  0.16
O  -5.7172  -0.0203  -0.0387  0.13
O  -2.6820  3.2601  0.1117  0.12
O  -0.5431  2.6231  -0.0219  -0.10
N  -3.1872  -0.9628  -0.2045  0.21
N  2.3156  1.4879  0.0543  -0.13
N  -1.2169  -0.0133  -0.0766  0.01
C  -0.3937  0.2704  4.8226  -0.08
C  1.2328  -1.3098  2.6352  -0.35
C  -0.2105  0.9792  3.6380  -0.34
C  -2.0215  2.4524  4.2332  -0.06
C  2.5549  1.2949  2.5017  -0.22
C  -3.4360  0.3716  -0.0667  -0.04
C  -3.1597  2.1152  -3.7002  -0.06
C  1.5960  -4.0094  3.1164  -0.06
C  -1.6035  0.3209  -3.3761  -0.11
C  0.3131  -3.4797  3.1195  -0.07
C  1.4120  -0.9010  -3.2256  -0.36
C  -1.0162  2.0850  3.3569  -0.09
C  -0.8923  2.6041  -3.0637  -0.09
C  1.1780  -1.0538  -4.5879  -0.08
C  -0.5963  1.2416  -3.0728  -0.36
C  2.3804  1.6865  -2.3902  -0.20
C  -1.2095  -2.5002  -0.3379  0.03
C  3.1515  1.2461  1.1221  -0.39
C  -2.8779  0.7575  -3.6841  -0.07
C  3.0855  1.4342  -1.0862  -0.39
C  2.3817  -3.1320  -4.5328  -0.06
C  0.1264  -2.1373  2.8520  -0.13
C  2.1238  -1.8655  -2.5147  -0.10
C  2.6854  -3.2078  2.8176  -0.06
C  2.5117  -1.8557  2.5807  -0.07
C  -4.8551  0.8218  0.0106  -0.47
C  -2.1657  3.0341  -3.4015  -0.05
C  -2.1902  0.9699  0.0049  -0.12
C  -1.3967  0.6482  5.6977  -0.06
C  1.6654  -2.1753  -5.2349  -0.06
C  -1.8581  -1.1716  -0.2088  -0.31
C  2.6088  -2.9802  -3.1730  -0.07
C  4.4282  1.0297  0.6647  -0.04
C  -1.8179  2.3923  0.0370  -0.53
C  4.3852  1.1446  -0.7499  -0.03
C  -2.2220  1.7210  5.3955  -0.06
H  3.1973  0.8345  3.2570  0.10
H  2.7648  -3.9993  -5.0474  0.11
H  0.2354  -0.5791  5.0482  0.11
H  3.3675  -1.2376  2.3523  0.10
H  -2.3872  4.0903  -3.4147  0.12
H  -0.1855  -2.4560  0.0427  0.08
H  -4.2582  2.6713  0.1436  0.09
H  -1.1727  -2.8214  -1.3812  0.09
H  -3.0197  1.9923  6.0694  0.11
H  5.3012  0.8178  1.2542  0.11
H  -3.6541  0.0410  -3.9053  0.11
H  2.0410  2.7307  -2.4295  0.09
H  3.0140  1.4725  -3.2533  0.10
H  -1.7713  -3.2497  0.2197  0.10
H  -0.8467  2.6560  2.4448  0.09
H  2.2902  -1.7172  -1.4480  0.10
H  1.4859  -2.3021  -6.2908  0.11
H  -2.6580  3.2941  4.0018  0.11
H  2.3620  2.3357  2.7982  0.10
H  -0.1395  3.3335  -2.7840  0.11
H  -0.8698  -1.7056  2.8251  0.11
H  -4.1568  2.4553  -3.9321  0.11
H  3.1580  -3.7323  -2.6289  0.11
H  5.2139  1.0245  -1.4212  0.11
H  -1.5437  0.0920  6.6115  0.11
H  -0.5346  -4.1193  3.3195  0.11
H  -3.9377  -1.6346  -0.2996  0.19
H  0.6178  -0.3068  -5.1322  0.11
H  1.7408  -5.0567  3.3233  0.11
H  3.6762  -3.6338  2.7863  0.11
H  -1.3722  -0.7385  -3.3622  0.10

---

A structure of composition C36H32B2MnN6O2. Source: OMol25; level of theory: ωB97M-V/def2-TZVPD.

Values from the calculation:
Total charge: 0
HOMO (spin up / spin down): -0.279 / -0.298 Eh
Spin multiplicity: 6
Frontier orbital gap (spin up / spin down): 8.13 / 8.66 eV

Last column: Löwdin charge in e.
Cartesian coordinates (Å):
Mn  0.0366  -0.2612  -0.2452  0.87
O  -2.4104  -0.2849  0.1662  0.04
O  -2.9413  -1.2557  -1.8231  0.12
N  2.9467  0.5079  0.5255  0.03
N  2.3299  -0.3417  -0.3107  0.06
N  0.4623  -0.2815  1.8980  0.05
N  1.3148  0.6106  2.4085  0.04
N  0.4522  1.8950  -0.2562  0.05
N  1.3148  2.3921  0.6375  0.04
C  4.0200  -2.6750  -2.6462  -0.03
C  -0.9820  2.6643  -2.0467  -0.16
C  5.2792  1.1893  1.1621  -0.02
C  -6.3735  -0.5248  -0.7498  -0.10
C  4.2837  0.4095  0.3817  -0.26
C  2.9793  -2.0072  -1.9995  -0.16
C  2.2038  4.5982  1.3981  -0.02
C  -5.3920  -0.9968  -1.6104  0.00
C  -0.0800  2.9162  -0.9318  -0.22
C  -1.6587  1.2149  -3.8532  -0.07
C  -4.7375  0.1658  0.8954  0.00
C  4.5353  -0.5380  -0.5875  0.03
C  1.6646  -2.3323  -2.3337  -0.04
C  -0.8045  1.5043  -2.8061  -0.06
C  -3.7581  -0.2834  0.0322  -0.21
C  1.3379  3.7364  0.5541  -0.26
C  1.3989  -3.2914  -3.2914  -0.07
C  1.3154  0.5295  3.7540  -0.26
C  3.2741  -0.9930  -0.9999  -0.22
C  -2.9014  -3.4119  3.1657  -0.08
C  -0.9902  -2.0567  2.6318  -0.17
C  -2.7208  -4.1303  1.9955  -0.08
C  -2.6769  2.0970  -4.1767  -0.08
C  -0.7972  -2.8017  1.4648  -0.06
C  -2.8410  3.2637  -3.4465  -0.08
C  -1.6672  -3.8271  1.1491  -0.07
C  0.4497  4.1144  -0.4373  0.04
C  -6.0557  0.0240  0.4833  -0.10
C  -2.0015  3.5492  -2.3850  -0.03
C  0.4167  -0.4560  4.1191  0.05
C  -0.0879  -0.9517  2.9102  -0.23
C  3.7519  -3.6314  -3.6044  -0.08
C  -2.0364  -2.3835  3.4891  -0.02
C  2.4426  -3.9422  -3.9310  -0.09
C  -4.0808  -0.8759  -1.1984  -0.21
C  2.1787  1.3644  4.6269  -0.02
B  2.1987  1.4603  1.4867  -0.49
B  -1.8628  -0.9076  -1.0039  -0.48
H  -7.4096  -0.6018  -1.0440  0.10
H  -1.5231  0.3001  -4.4104  0.11
H  5.1574  2.2566  0.9896  0.08
H  0.3768  -3.5304  -3.5441  0.11
H  0.8255  -1.8083  -1.8213  0.05
H  6.2836  0.8979  0.8656  0.08
H  3.2526  4.3645  1.2239  0.08
H  0.0715  -2.5975  0.8247  0.10
H  4.5653  -4.1367  -4.1033  0.10
H  0.0393  0.8407  -2.5886  0.09
H  -3.7231  -3.6505  3.8240  0.10
H  -4.4880  0.6054  1.8489  0.12
H  -2.1385  4.4538  -1.8109  0.11
H  5.5008  -0.8409  -0.9368  0.10
H  3.2276  1.1930  4.3911  0.08
H  -2.1788  -1.8205  4.3998  0.11
H  -3.3373  1.8790  -5.0039  0.10
H  0.1775  -0.7877  5.1090  0.11
H  -1.5157  -4.3924  0.2437  0.11
H  -3.6325  3.9539  -3.6987  0.10
H  2.2325  -4.6883  -4.6811  0.10
H  1.9726  2.4247  4.4882  0.08
H  5.1596  1.0018  2.2271  0.08
H  -3.3995  -4.9319  1.7490  0.10
H  1.9969  4.4443  2.4562  0.08
H  0.2338  5.1082  -0.7693  0.11
H  2.0270  5.6393  1.1438  0.08
H  2.0000  1.0978  5.6648  0.08
H  -5.6346  -1.4460  -2.5605  0.12
H  2.9628  2.0938  2.1203  0.11
H  -6.8533  0.3551  1.1314  0.10
H  5.0418  -2.4419  -2.3925  0.10